# 1
ORCA calculation (ωB97M-V/def2-TZVPD) on a cluster of 2 separate species, C19H29N2O in total in a non-equilibrium geometry.

Computed properties:
E_tot, Eh: -925.8428
Net charge: +1
ΔE to the lowest compared entry with this formula, charge and spin, kcal/mol: 87.43

Bonds (Å) are listed after each position.
Atoms and positions in Å:
1 C 0.270 0.844 -0.615  C14 1.397, C19 1.453, H31 1.100
2 H 3.880 -0.271 3.434  C9 1.112
3 C -3.859 -1.202 0.987  N10 1.475, H27 1.099, H30 1.106, C42 1.526
4 H -5.168 -3.550 -0.105  C34 1.092
5 H 1.044 3.210 -1.565  C8 1.094
6 H 3.916 2.097 3.433  C51 1.116
7 C 2.613 1.528 -4.100  H25 1.088, C46 1.400, C49 1.401
8 C 1.447 2.381 -2.154  H5 1.094, C19 1.416, C46 1.395
9 C 3.957 -0.270 2.324  H2 1.112, C24 1.514, O40 1.425, H45 1.101
10 N -2.737 -1.189 0.031  C3 1.475, C39 1.461, C47 1.337
11 C 0.630 0.954 2.603  N12 1.451, H15 1.098, H38 1.104, H41 1.101
12 N 1.820 0.951 1.775  C11 1.451, C13 1.492, C24 1.498
13 C 2.578 2.235 1.781  N12 1.492, H32 1.094, H33 1.109, C51 1.525
14 C -0.524 -0.302 -0.531  C1 1.397, H29 1.099, C47 1.418
15 H 0.515 -0.035 3.066  C11 1.098
16 H -6.107 -2.615 -1.242  C34 1.090
17 H 4.662 2.906 1.972  C51 1.105
18 H 2.118 3.612 -3.788  C46 1.091
19 C 1.252 1.066 -1.664  C1 1.453, C8 1.416, C23 1.426
20 C -3.984 -2.585 -1.612  H26 1.095, C34 1.524, C39 1.529, H50 1.097
21 H -1.884 0.432 0.989  C47 1.103
22 H -5.923 -1.642 1.113  C42 1.092
23 C 1.925 0.004 -2.335  C19 1.426, H28 1.093, C49 1.398
24 C 2.542 -0.361 1.795  C9 1.514, N12 1.498, H35 1.093, H48 1.107
25 H 3.133 1.707 -5.039  C7 1.088
26 H -4.131 -1.803 -2.365  C20 1.095
27 H -3.847 -0.230 1.499  C3 1.099
28 H 1.914 -0.989 -1.878  C23 1.093
29 H -0.278 -1.139 -1.199  C14 1.099
30 H -3.656 -1.996 1.729  C3 1.106
31 H -0.079 1.734 -0.071  C1 1.100
32 H 2.037 2.911 2.449  C13 1.094
33 H 2.592 2.688 0.769  C13 1.109
34 C -5.180 -2.615 -0.668  H4 1.092, H16 1.090, C20 1.524, C42 1.519
35 H 2.002 -1.009 2.490  C24 1.093
36 H -1.874 -2.182 -1.629  C39 1.091
37 H -2.405 -3.224 -0.319  C39 1.099
38 H -0.277 1.148 2.004  C11 1.104
39 C -2.663 -2.321 -0.890  N10 1.461, C20 1.529, H36 1.091, H37 1.099
40 O 4.630 0.898 1.862  C9 1.425, C51 1.428
41 H 0.715 1.720 3.390  C11 1.101
42 C -5.204 -1.456 0.313  C3 1.526, H22 1.092, C34 1.519, H44 1.093
43 H 3.036 -0.589 -4.090  C49 1.091
44 H -5.517 -0.535 -0.187  C42 1.093
45 H 4.560 -1.123 1.973  C9 1.101
46 C 2.063 2.599 -3.386  C7 1.400, C8 1.395, H18 1.091
47 C -1.708 -0.363 0.246  N10 1.337, C14 1.418, H21 1.103
48 H 2.500 -0.821 0.789  C24 1.107
49 C 2.566 0.238 -3.555  C7 1.401, C23 1.398, H43 1.091
50 H -3.911 -3.540 -2.147  C20 1.097
51 C 3.998 2.094 2.320  H6 1.116, C13 1.525, H17 1.105, O40 1.428

***

# 2
ORCA calculation (ωB97M-V/def2-TZVPD) on the ion C19H29N2O5 with charge +1.

Computed properties:
E_tot, Eh: -1226.9239
Net charge: +1
Structure (SMILES): CCOC(=O)[C@@H]1CCC[N@@H+](CCC(=O)Nc2cc(OC)ccc2OC)C1
ΔE to the lowest compared entry with this formula, charge and spin, kcal/mol: 3.16

Bonds (Å) are listed after each position.
Atoms and positions in Å:
1 C -2.752 0.622 0.939  C24 1.526, H44 1.092, H49 1.091, C55 1.537
2 C -1.256 -0.521 -3.216  C19 1.527, C23 1.537, C32 1.532, H37 1.091
3 H 5.494 1.151 3.649  C28 1.094
4 C 1.808 1.166 2.131  H7 1.078, C9 1.396, C15 1.379
5 C -3.661 0.935 -2.447  H6 1.091, C17 1.526, N18 1.476, H53 1.094
6 H -4.139 1.765 -1.924  C5 1.091
7 H 1.670 2.137 1.685  C4 1.078
8 H -1.134 -3.315 3.800  C35 1.089
9 C 3.099 0.757 2.473  C4 1.396, O21 1.358, C26 1.389
10 C 2.543 -0.376 -0.989  H12 1.085, H38 1.088, C50 1.520, H51 1.087
11 H 1.912 1.497 -1.875  C50 1.093
12 H 3.366 0.092 -0.458  C10 1.085
13 C 0.895 -0.928 2.938  C15 1.404, C25 1.388, O54 1.361
14 H 6.020 2.167 2.285  C28 1.088
15 C 0.728 0.338 2.354  C4 1.379, C13 1.404, N16 1.423
16 N -0.578 0.760 1.983  C15 1.423, H41 1.009, C55 1.339
17 C -2.778 1.470 -3.571  C5 1.526, H22 1.090, C23 1.528, H52 1.091
18 N -2.830 0.177 -1.490  C5 1.476, C24 1.485, C32 1.480, H46 1.062
19 C -0.156 0.267 -2.509  C2 1.527, O34 1.299, O48 1.222
20 H 0.323 -2.879 4.726  C35 1.094
21 O 4.092 1.641 2.196  C9 1.358, C28 1.411
22 H -3.404 1.976 -4.305  C17 1.090
23 C -2.000 0.343 -4.247  C2 1.537, C17 1.528, H31 1.092, H45 1.090
24 C -3.481 -0.107 -0.186  C1 1.526, N18 1.485, H30 1.091, H43 1.091
25 C 2.182 -1.327 3.267  C13 1.388, C26 1.386, H47 1.078
26 C 3.271 -0.500 3.038  C9 1.389, C25 1.386, H33 1.078
27 H -3.040 -1.609 -2.608  C32 1.093
28 C 5.412 1.310 2.570  H3 1.094, H14 1.088, O21 1.411, H36 1.094
29 H -1.719 -1.595 -1.397  C32 1.093
30 H -3.441 -1.181 0.004  C24 1.091
31 H -2.689 -0.302 -4.796  C23 1.092
32 C -2.246 -1.010 -2.155  C2 1.532, N18 1.480, H27 1.093, H29 1.093
33 H 4.250 -0.855 3.314  C26 1.078
34 O 1.038 -0.098 -2.868  C19 1.299, C50 1.440
35 C -0.118 -2.929 3.726  H8 1.089, H20 1.094, H39 1.094, O54 1.410
36 H 5.768 0.421 2.041  C28 1.094
37 H -0.791 -1.373 -3.715  C2 1.091
38 H 1.698 -0.469 -0.310  C10 1.088
39 H 0.476 -3.595 3.094  C35 1.094
40 O -0.919 -0.857 0.441  C55 1.216
41 H -0.957 1.569 2.452  N16 1.009
42 H 2.967 0.505 -2.930  C50 1.091
43 H -4.527 0.199 -0.229  C24 1.091
44 H -2.721 1.696 0.749  C1 1.092
45 H -1.295 0.760 -4.965  C23 1.090
46 H -1.965 0.766 -1.310  N18 1.062
47 H 2.357 -2.291 3.716  C25 1.078
48 O -0.414 1.142 -1.695  C19 1.222
49 H -3.286 0.458 1.877  C1 1.091
50 C 2.168 0.481 -2.188  C10 1.520, H11 1.093, O34 1.440, H42 1.091
51 H 2.845 -1.368 -1.313  C10 1.087
52 H -2.085 2.208 -3.163  C17 1.091
53 H -4.437 0.273 -2.840  C5 1.094
54 O -0.240 -1.648 3.152  C13 1.361, C35 1.410
55 C -1.322 0.083 1.099  C1 1.537, N16 1.339, O40 1.216

***

# 3
ORCA calculation (ωB97M-V/def2-TZVPD) on the molecule C19H29N3O in a non-equilibrium geometry.

Computed properties:
E_tot, Eh: -980.3240
Structure (SMILES): Cc1ccc(N2CCN(C(=O)NC3CCCCC3)CC2)c(C)c1
ΔE to the lowest compared entry with this formula, charge and spin, kcal/mol: 391.23

Bonds (Å) are listed after each position.
Atoms and positions in Å:
1 H -1.838 4.928 1.402  C8 1.246
2 C -3.365 2.418 1.335  C4 1.674, H18 1.009, C36 1.435, H42 1.081
3 H 5.099 -0.475 2.000  C47 1.009
4 C -2.095 1.366 1.624  C2 1.674, N9 1.378, H26 1.184, C50 1.812
5 H 4.658 -0.900 -1.118  C13 1.143
6 H -3.730 4.309 0.166  C36 1.180
7 H 4.095 -2.616 -2.580  C30 1.058
8 C -1.838 4.331 0.309  H1 1.246, C36 1.476, H45 0.921, C51 1.576
9 N -1.932 0.581 0.503  C4 1.378, C10 1.285, H44 1.216
10 C -1.957 -0.697 0.629  N9 1.285, N31 1.293, O41 1.153
11 H 0.096 1.587 1.995  C50 1.196
12 C -0.175 -1.932 -2.176  N17 1.291, H27 1.053, C40 1.422, H48 1.206
13 C 3.836 -1.124 -0.357  H5 1.143, C25 1.407, C39 1.453
14 H 1.953 -0.407 2.211  C43 0.949
15 H 4.145 0.784 2.134  C47 0.894
16 H 2.894 -1.720 -3.495  C30 1.076
17 N 0.621 -2.560 -1.376  C12 1.291, C33 1.405, C35 1.743
18 H -4.180 2.013 0.897  C2 1.009
19 H -0.263 -0.008 -1.383  C40 1.273
20 H -0.423 2.856 -0.285  C51 1.204
21 H -1.070 2.802 2.719  C50 0.971
22 H 5.146 0.728 0.708  C47 1.187
23 C 1.240 -1.434 0.672  C33 1.454, C43 1.264, H49 1.104
24 H -0.049 -3.646 0.303  C35 1.007
25 C 3.368 -0.445 0.783  C13 1.407, C43 1.443, C47 1.516
26 H -2.344 0.789 2.628  C4 1.184
27 H 0.601 -1.735 -2.860  C12 1.053
28 H 2.308 -3.401 -2.820  C30 1.279
29 H -1.791 -0.694 -2.472  C40 1.044
30 C 3.067 -2.383 -2.666  H7 1.058, H16 1.076, H28 1.279, C39 1.643
31 N -1.644 -1.298 -0.473  C10 1.293, C38 1.630, C40 1.447
32 H 0.356 3.985 1.092  C51 1.162
33 C 1.592 -1.814 -0.687  N17 1.405, C23 1.454, C39 1.314
34 H -2.448 -3.256 -1.465  C38 1.288
35 C -0.547 -3.572 -0.570  N17 1.743, H24 1.007, H37 0.913, C38 1.410
36 C -2.991 3.411 0.368  C2 1.435, H6 1.180, C8 1.476, H46 1.146
37 H -0.551 -4.382 -0.990  C35 0.913
38 C -1.787 -2.920 -0.412  N31 1.630, H34 1.288, C35 1.410, H52 1.083
39 C 2.823 -1.803 -1.148  C13 1.453, C30 1.643, C33 1.314
40 C -1.074 -0.919 -1.748  C12 1.422, H19 1.273, H29 1.044, N31 1.447
41 O -2.499 -1.176 1.527  C10 1.153
42 H -3.673 2.914 2.244  C2 1.081
43 C 2.060 -0.729 1.325  H14 0.949, C23 1.264, C25 1.443
44 H -1.752 1.105 -0.579  N9 1.216
45 H -1.572 5.061 -0.185  C8 0.921
46 H -2.793 3.081 -0.712  C36 1.146
47 C 4.500 0.203 1.555  H3 1.009, H15 0.894, H22 1.187, C25 1.516
48 H -0.670 -2.713 -2.951  C12 1.206
49 H 0.317 -1.489 1.276  C23 1.104
50 C -0.691 2.481 1.885  C4 1.812, H11 1.196, H21 0.971, C51 1.491
51 C -0.612 3.443 0.749  C8 1.576, H20 1.204, H32 1.162, C50 1.491
52 H -2.417 -2.931 0.469  C38 1.083

***

# 4
ORCA calculation (ωB97M-V/def2-TZVPD) on a cluster of 2 separate species, C19H29N3O7 in total in a non-equilibrium geometry.

Computed properties:
E_tot, Eh: -1432.3509
Structure (SMILES): C=C(O[C@H]1C=CC=C(C(=O)O)[C@@H]1N)C(=O)O.CNC(=O)[C@H](CC(C)C)NC(C)=O
ΔE to the lowest compared entry with this formula, charge and spin, kcal/mol: 0.00

Bonds (Å) are listed after each position.
Atoms and positions in Å:
1 C 1.735 5.177 -4.664  O4 1.221, C43 1.487, O44 1.354
2 H 0.346 6.217 -4.000  O44 0.968
3 C 2.917 -0.542 -1.299  O29 1.353, O40 1.220, C46 1.469
4 O 1.563 5.586 -5.802  C1 1.221
5 C -2.903 -5.698 2.266  N8 1.462, H12 1.091, H32 1.092, H47 1.092
6 H 4.144 5.015 -5.905  C14 1.086
7 H -2.903 0.859 1.801  C39 1.088
8 N -2.928 -4.261 2.531  C5 1.462, H20 1.009, C56 1.340
9 H -0.565 -1.183 1.235  C18 1.091
10 H -2.919 -1.425 1.534  C16 1.090
11 H 0.851 0.872 1.645  C22 1.090
12 H -3.676 -6.202 2.850  C5 1.091
13 O -1.471 -3.666 0.930  C56 1.227
14 C 3.992 4.258 -5.141  H6 1.086, C43 1.378, H53 1.085
15 H 0.732 3.250 -2.983  C17 1.093
16 C -2.299 -1.876 2.308  H10 1.090, C18 1.548, N19 1.478, C56 1.546
17 C 1.509 2.527 -3.242  H15 1.093, C25 1.515, O34 1.442, C49 1.546
18 C -0.946 -1.125 2.256  H9 1.091, C16 1.548, H38 1.089, C51 1.540
19 N -3.021 -1.645 3.577  C16 1.478, H42 1.009, C57 1.335
20 H -3.521 -3.925 3.275  N8 1.009
21 H 3.820 -2.077 -0.782  O29 0.969
22 C 0.426 0.942 2.646  H11 1.090, H23 1.090, H30 1.090, C51 1.528
23 H 1.063 0.394 3.340  C22 1.090
24 C -1.397 -2.679 5.156  H26 1.088, H28 1.089, H41 1.086, C57 1.516
25 C 1.102 1.782 -4.497  C17 1.515, C52 1.375, H55 1.086
26 H -0.635 -1.903 5.165  C24 1.088
27 O -3.566 -1.910 5.697  C57 1.219
28 H -1.461 -3.122 6.148  C24 1.089
29 O 3.466 -1.737 -1.618  C3 1.353, H21 0.969
30 H 0.399 1.989 2.949  C22 1.090
31 H -1.525 1.062 0.694  C39 1.089
32 H -3.076 -5.883 1.204  C5 1.092
33 H -1.371 0.453 3.682  C51 1.090
34 O 2.772 3.185 -3.471  C17 1.442, C43 1.383
35 C 2.112 -0.287 -3.633  H37 1.087, C46 1.387, C52 1.458
36 N 0.362 1.336 -1.405  H45 1.021, C49 1.470, H50 1.019
37 H 2.497 -1.277 -3.867  C35 1.087
38 H -0.226 -1.645 2.886  C18 1.089
39 C -1.866 1.180 1.722  H7 1.088, H31 1.089, H48 1.090, C51 1.530
40 O 2.924 -0.097 -0.163  C3 1.220
41 H -1.134 -3.451 4.438  C24 1.086
42 H -3.909 -1.171 3.509  N19 1.009
43 C 2.816 4.183 -4.427  C1 1.487, C14 1.378, O34 1.383
44 O 0.969 5.579 -3.622  C1 1.354, H2 0.968
45 H 0.483 0.805 -0.541  N36 1.021
46 C 2.253 0.233 -2.356  C3 1.469, C35 1.387, C49 1.516
47 H -1.926 -6.104 2.536  C5 1.092
48 H -1.812 2.233 1.995  C39 1.090
49 C 1.671 1.592 -2.021  C17 1.546, N36 1.470, C46 1.516, H58 1.098
50 H -0.239 0.830 -2.055  N36 1.019
51 C -0.986 0.359 2.667  C18 1.540, C22 1.528, H33 1.090, C39 1.530
52 C 1.419 0.456 -4.679  C25 1.375, C35 1.458, H54 1.087
53 H 4.792 3.549 -4.956  C14 1.085
54 H 1.163 -0.038 -5.613  C52 1.087
55 H 0.591 2.324 -5.286  C25 1.086
56 C -2.195 -3.355 1.870  N8 1.340, O13 1.227, C16 1.546
57 C -2.734 -2.050 4.817  N19 1.335, C24 1.516, O27 1.219
58 H 2.321 2.110 -1.303  C49 1.098

***

Question: Which formula does entry 4 have?
Answer: C19H29N3O7